A molecular structure, C28H30N6O5ReS3. Source: the Open Molecules 2025 dataset; level of theory: wB97M-V/def2-TZVPD.

ORCA input file:
```
! RIJCOSX wB97M-V def2-TZVPD def2/J DEFGRID3
* xyz 0 2
Re -0.5718 -1.2789 -0.6827
N -0.0606 -4.8818 1.6743
C -0.4505 -3.6538 1.2199
S -0.8226 -3.5133 -0.5411
N -0.5204 -2.6459 2.0076
N -0.8599 -1.4856 1.3082
C -1.6663 -0.6341 1.9492
C -2.0130 -0.7448 3.3844
C -1.0210 -0.7350 4.3615
C -1.3526 -0.8241 5.7030
C -2.6831 -0.9290 6.0885
C -3.6781 -0.9486 5.1228
C -3.3436 -0.8599 3.7788
C -2.2873 0.2664 1.0711
C -3.1642 1.3115 1.4449
C -3.8314 2.0229 0.4983
C -3.6200 1.7115 -0.8745
C -2.7284 0.7501 -1.2083
N -2.0228 0.0225 -0.2764
H -0.3389 -5.6757 1.1243
H -0.0713 -5.0099 2.6734
H 0.0136 -0.6620 4.0574
H -0.5705 -0.8107 6.4516
H -2.9416 -0.9984 7.1375
H -4.7166 -1.0399 5.4146
H -4.1188 -0.8901 3.0226
H -3.2899 1.5209 2.4979
H -4.5065 2.8193 0.7818
H -4.1386 2.2473 -1.6573
H -2.5129 0.5094 -2.2396
O 2.8285 0.9455 -4.4936
C 3.5843 0.7579 -3.3957
C 4.9004 1.2157 -3.4420
C 5.7430 1.0293 -2.3663
C 5.2974 0.3810 -1.2163
C 3.9884 -0.0474 -1.1539
C 3.1100 0.1437 -2.2234
C 1.7182 -0.3189 -2.0856
O 1.2868 -0.5584 -0.8626
N 0.9909 -0.4886 -3.1462
N -0.2625 -1.0064 -2.7969
C -0.9857 -1.3620 -3.7933
S -0.5028 -1.1490 -5.4608
C -1.8850 -2.1184 -6.1247
C -3.0860 -1.9186 -5.2243
S -2.5267 -2.1239 -3.5106
H 1.9739 0.4841 -4.3536
H 5.2364 1.7071 -4.3453
H 6.7639 1.3857 -2.4240
H 5.9665 0.2195 -0.3820
H 3.6139 -0.5537 -0.2744
H -1.5909 -3.1669 -6.1569
H -2.0767 -1.7683 -7.1382
H -3.8576 -2.6657 -5.4057
H -3.5122 -0.9231 -5.3435
C 2.3522 -0.0990 2.3304
C 2.3869 1.2715 1.6978
C 3.0393 2.3218 2.5731
O 1.0020 1.6541 1.4522
H 3.3735 -0.4649 2.4522
H 1.7955 -0.7989 1.7095
H 1.8918 -0.0559 3.3185
H 2.8827 1.2353 0.7314
H 2.5091 2.4047 3.5238
H 3.0405 3.2914 2.0768
H 4.0739 2.0398 2.7756
C -0.7516 3.7777 -0.6619
O -0.4559 2.8360 0.3743
C 0.8402 2.5236 0.4586
O 1.7031 2.9783 -0.2498
H -0.1902 4.6982 -0.5107
H -1.8185 3.9600 -0.5873
H -0.5012 3.3656 -1.6386
*
```

Summary:
- HOMO energy (alpha / beta) (eV) = -6.213 / -6.673
- HOMO-LUMO gap (alpha / beta) (eV) = 6.064 / 6.062
- energy (Ha) = -3062.6267